15
Properties=species:S:1:pos:R:3:forces:R:3:lowdin_charge:R:1 method="wB97M-V/def2-TZVPD" homo_lumo_gap_ev=10.4 multiplicity=1 lumo_ev=0.976 total_energy_ha=-2807.0031 homo_ev=-9.388 mol_weight_g_mol=153.019 de_lowest_ev=1.334
C 1.97866 2.26971 -0.04338 1.9646 -2.8585 0.3444 -0.062
C -2.88024 -1.50689 -0.20453 0.4553 2.8168 0.5896 -0.182
C 2.22210 0.74397 0.25401 4.0249 2.6347 -0.8278 -0.356
C -1.68159 -0.79216 0.58665 0.5004 -2.0747 -1.4841 -0.622
O 1.51678 -0.14136 0.54548 -1.6984 -1.3415 0.5524 0.026
Br -1.46679 1.04692 -0.06291 -0.0974 -0.3429 0.1685 0.623
H 2.06386 2.21138 -1.15295 0.1853 1.0099 0.7518 0.097
H 2.75847 2.79776 0.57697 -0.6374 -0.2679 -1.3220 0.095
H 1.03174 2.47475 0.30052 -2.2290 0.9856 0.3805 -0.024
H -3.74384 -1.41801 0.52444 0.5496 -0.4299 -1.6103 0.082
H -2.97097 -0.92278 -1.16964 -0.6380 -0.4375 1.2744 0.048
H -2.65419 -2.48332 -0.57701 0.1500 -0.8992 0.5865 0.040
H 3.38374 0.57466 0.11325 -1.3932 -0.2195 0.1683 0.125
H -1.91457 -0.70483 1.64796 0.3260 -0.1013 -0.2171 0.037
H -0.71282 -1.39394 0.37895 -1.4627 1.5259 0.6449 0.072